Entry 1:
DFT (ωB97M-V/def2-TZVPD) results for 10 unconnected molecules or ions with the total composition C18H60N4O10 at a distorted geometry.

Summary:
- Total charge: 0
- Calculated total energy: -46063.0127 eV
- Energy relative to the best compared isomer or geometry (same formula, charge and spin): 884.4 kJ/mol
- Kohn-Sham gap: 2.423 eV

XYZ file:
```
92
Properties=species:S:1:pos:R:3:forces:R:3:mulliken_charge:R:1
O 8.2364 -0.1464 -3.0004 0.06 -0.60 -0.87 -0.640
H 8.9606 -0.4918 -2.4733 0.64 -0.64 0.96 0.488
H 7.5608 0.2829 -2.4705 -1.28 0.49 1.06 0.494
H 8.6177 0.5044 -3.5943 0.26 0.84 -1.05 0.485
C 0.6547 1.0091 0.2410 1.03 0.06 0.77 -0.914
C 2.2100 1.0516 0.5807 -0.39 0.98 -2.10 -0.238
O 2.9549 1.5766 -0.4904 -0.50 -0.65 0.91 -0.845
H 0.0707 0.5660 1.0477 0.03 -0.38 0.22 0.317
H 0.4675 0.4467 -0.6737 0.07 0.17 -0.08 0.246
H 0.2676 2.0265 0.1847 0.16 0.10 -0.47 0.239
H 2.5428 0.0537 0.8663 0.01 -0.66 -0.02 0.194
H 2.3360 1.6485 1.4840 -0.08 0.37 0.50 0.184
C 0.1313 -8.0309 -9.5925 -0.35 0.34 1.31 -1.335
C -1.2616 -7.4057 -9.6286 0.23 0.85 -0.12 0.507
C -1.3933 -6.1964 -8.5693 -0.55 -0.69 -0.35 -0.728
O -1.4215 -6.6508 -7.2074 0.19 -0.61 -0.64 -0.317
C -1.1833 -5.7209 -6.1618 0.17 -0.59 -0.28 -0.690
N -1.4740 -6.9672 -11.0364 -0.14 0.95 0.87 -0.769
H 0.3493 -8.2070 -8.5392 0.06 -0.75 0.03 0.328
H 0.9214 -7.3296 -9.8608 -0.28 0.19 -0.56 0.335
H 0.1911 -8.9321 -10.2028 0.09 -0.01 0.18 0.373
H -2.0749 -8.1195 -9.4973 0.32 -0.35 1.11 0.303
H -2.3356 -5.6581 -8.6722 -0.18 0.07 -0.71 0.325
H -0.5937 -5.4857 -8.7782 0.34 0.02 0.19 0.330
H -1.1889 -6.3225 -5.2529 0.44 -0.02 -0.03 0.231
H -1.9554 -4.9775 -5.9639 -0.27 0.24 -0.69 0.282
H -0.2191 -5.2437 -6.3373 0.08 0.21 0.31 0.310
H -2.4530 -6.7220 -11.0760 -0.23 0.24 -0.47 0.258
H -1.3771 -7.7926 -11.6104 0.09 -0.09 -0.16 0.257
C -5.5173 8.4343 1.4094 -0.59 -0.27 1.67 -1.458
C -6.4014 8.9841 0.3064 -0.31 -0.45 1.54 0.363
C -7.6036 9.8371 0.7627 -0.09 -0.54 -0.41 -0.683
O -8.3536 10.1218 -0.3950 0.72 -0.75 -1.24 -0.265
C -9.5258 10.8552 -0.2374 0.51 -0.04 0.85 -0.703
N -5.5657 9.8123 -0.4896 0.45 -0.21 -1.55 -0.696
H -6.0535 7.8117 2.1255 -0.50 -0.12 -0.01 0.381
H -5.1393 9.2303 2.0510 0.40 0.22 -0.22 0.301
H -4.7035 7.7782 1.1004 0.03 0.48 -0.56 0.340
H -6.8211 8.0987 -0.1711 0.09 0.26 -0.79 0.275
H -7.2626 10.8116 1.1121 0.18 -0.03 0.88 0.331
H -8.2105 9.2780 1.4749 -0.20 0.21 0.42 0.406
H -10.1299 10.2983 0.4789 -0.86 0.11 -0.28 0.283
H -9.9448 11.0203 -1.2300 -0.28 -0.22 0.28 0.224
H -9.3077 11.8160 0.2287 -0.03 0.40 0.00 0.296
H -6.0645 9.9536 -1.3564 0.18 0.58 -0.25 0.325
H -5.5194 10.6883 0.0111 0.29 0.36 -0.33 0.279
C -2.6338 -5.6089 4.2794 -0.18 0.76 0.22 -1.332
C -2.1810 -7.0185 3.9841 -1.97 -1.00 -1.70 0.556
C -3.1930 -7.8286 3.0887 -1.26 0.34 0.98 -0.819
O -4.4606 -7.8842 3.7615 1.04 0.78 1.02 -0.296
C -5.4538 -8.6530 3.2060 -0.68 -0.32 -0.75 -0.754
N -0.9066 -7.0486 3.3225 1.63 -0.49 -0.31 -0.727
H -2.5685 -4.9298 3.4293 0.21 -0.28 -0.39 0.315
H -2.0217 -5.1362 5.0476 0.12 -0.20 0.10 0.328
H -3.6729 -5.5247 4.5978 0.01 -0.45 0.13 0.336
H -2.1916 -7.6476 4.8742 0.53 0.36 0.33 0.238
H -2.7980 -8.8390 2.9825 0.13 -0.24 -0.13 0.377
H -3.4246 -7.4257 2.1027 0.60 0.36 -0.30 0.388
H -5.2117 -9.7157 3.2021 0.02 -0.26 0.06 0.290
H -5.6900 -8.3596 2.1831 0.21 0.06 -0.46 0.306
H -6.3934 -8.4879 3.7333 0.20 -0.08 0.40 0.246
H -0.9228 -6.8761 2.3275 -0.74 1.18 -0.22 0.260
H -0.5569 -7.9899 3.2139 0.14 -0.55 1.02 0.290
C 4.5738 0.0352 7.5194 0.62 -0.55 -0.45 -1.511
C 6.0968 0.2524 7.2772 0.54 2.04 -0.62 0.374
C 6.4694 1.7880 7.1869 -0.59 -0.78 0.59 -0.641
O 7.8824 2.1001 7.2891 -0.59 0.08 -0.95 -0.378
C 8.6417 1.6970 6.1558 -0.41 -0.60 -0.56 -0.735
N 6.8971 -0.2212 8.3462 -0.05 -1.64 1.83 -0.693
H 4.4260 -1.0115 7.7850 0.07 -0.11 -0.05 0.406
H 3.9684 0.2103 6.6301 0.23 0.11 -0.15 0.389
H 4.0956 0.5983 8.3209 0.54 0.38 0.16 0.332
H 6.4621 -0.2589 6.3866 -0.51 -0.09 -0.33 0.316
H 6.0547 2.1438 8.1301 0.06 0.49 -0.05 0.351
H 5.9137 2.2581 6.3756 0.55 0.40 -0.39 0.369
H 8.9145 0.6452 6.2421 0.01 -0.24 -0.02 0.272
H 9.5683 2.2298 5.9421 -0.05 0.51 0.97 0.292
H 8.0925 1.8131 5.2214 -0.44 -0.05 -0.02 0.307
H 7.8564 0.0938 8.3244 -0.03 0.14 -0.36 0.271
H 6.5173 0.1640 9.1992 0.03 -0.11 0.40 0.278
O 1.6675 7.5323 2.9117 0.08 0.17 0.21 -0.646
H 1.5076 7.8360 2.0182 -0.03 0.09 -0.22 0.320
H 1.4105 6.6103 2.9014 -0.04 -0.27 0.01 0.326
O 6.5459 5.6404 -3.5638 0.34 -0.06 -0.09 -0.658
H 5.7385 5.9186 -3.9963 -0.24 0.11 -0.12 0.330
H 6.2561 5.0372 -2.8795 -0.15 -0.09 0.24 0.325
O 1.4370 5.0421 -4.2930 0.09 0.27 -0.08 -0.642
H 1.8721 4.3340 -3.8181 0.08 -0.21 0.30 0.331
H 0.9190 4.5980 -4.9643 -0.16 -0.07 -0.15 0.311
O 3.3559 0.0093 -5.8171 0.29 -0.04 -0.16 -0.661
H 3.2671 0.4410 -4.9674 -0.06 0.11 0.33 0.338
H 2.4558 -0.1579 -6.0965 -0.21 -0.06 -0.08 0.318
```
Positions in Å, forces in eV/Å.

***

Entry 2:
DFT (ωB97M-V/def2-TZVPD) results for a molecular structure, C16H26Br3F10KLiN2NaO9P2S2 at a distorted geometry.

Summary:
- Total charge: 0
- Calculated total energy: -336909.1649 eV
- Kohn-Sham gap: 1.705 eV

XYZ file:
```
73
Properties=species:S:1:pos:R:3:forces:R:3:mulliken_charge:R:1
O 4.8315 -3.4350 2.2723 0.83 0.14 -0.02 -0.620
C 3.8526 -2.7970 2.0362 -2.03 0.38 -0.46 0.271
N 3.7207 -1.4652 1.6007 0.21 -1.33 1.09 -0.302
C 2.2812 -1.1429 1.4471 0.89 1.77 0.51 -1.356
C 1.3507 -2.4156 1.6860 2.72 1.26 0.04 1.245
P 0.9460 -2.9211 -0.0734 -1.67 -2.19 -0.57 0.042
S 0.7018 -4.8607 -0.1909 0.52 0.00 0.13 -0.408
P -0.0923 -2.0298 2.8015 -3.18 0.32 -0.14 0.634
O 0.0976 -0.5546 3.5069 1.60 -5.19 -0.58 -0.263
O -0.2589 -3.0851 4.0063 1.31 1.03 -0.30 -0.473
S -1.7620 -1.9886 1.8447 0.52 -0.19 -0.47 -0.413
C 2.4257 -3.3751 2.2221 0.91 -1.92 -0.15 -0.005
F 2.3832 -3.7106 3.5816 -0.45 0.65 0.02 -0.373
H 4.1590 -0.9530 2.3631 0.22 0.61 -0.57 0.330
H 2.1514 -0.3141 2.1587 -0.69 -0.31 -0.20 0.523
H 2.2540 -0.6924 0.4472 -0.78 -0.27 0.13 0.360
H -0.2447 -2.3127 -0.5254 0.57 0.55 0.39 0.112
H 1.9779 -2.4577 -0.9302 -0.05 0.32 0.55 0.094
H 0.1279 0.0199 2.7386 -0.29 0.67 0.25 0.372
H 0.4168 -2.9040 4.6794 -0.04 -0.40 0.17 0.331
H 2.4798 -4.3516 1.7226 -0.77 0.24 -0.15 0.098
C 0.0330 -3.2796 -3.8967 -0.02 1.38 0.06 0.605
O -0.4803 -3.1589 -2.7652 0.07 0.21 -0.05 -0.743
O 0.3271 -4.6384 -4.1878 -1.17 -0.69 -0.21 -0.312
O 0.3331 -2.4484 -4.7505 -0.06 -0.29 -0.27 -0.715
H -0.0194 -4.9599 -3.3341 0.44 -0.65 -0.12 0.284
Li 0.1394 -5.8603 -5.7861 1.04 0.93 1.16 0.878
F 2.7612 -5.6676 -4.4671 -1.68 0.21 -1.26 -0.757
C -0.4290 4.1334 3.8044 0.20 -0.11 0.03 -0.750
C -0.2315 2.6929 3.7126 -0.10 -0.29 0.22 0.454
N -0.1155 1.5493 3.6416 -0.11 3.75 0.01 -0.500
H -1.0585 4.4366 2.9795 0.04 0.09 -0.02 0.050
H -0.9141 4.3989 4.7416 -0.02 -0.07 0.00 0.274
H 0.5294 4.6458 3.7391 0.00 0.00 0.02 0.324
C 4.7990 -7.5744 -5.0910 -0.25 0.39 0.11 -0.355
Br 4.6424 -6.3604 -3.5776 0.71 -2.62 -2.70 -0.092
Br 3.1130 -8.2201 -5.7294 -0.04 -0.21 -0.09 -0.048
Br 5.8475 -6.7874 -6.5033 -0.07 0.01 0.09 -0.048
H 5.3438 -8.4359 -4.7332 0.00 0.05 0.06 0.335
C -4.7436 4.9319 -1.7212 -0.81 -0.40 -0.12 -0.698
C -3.7430 5.8552 -2.4462 -0.82 0.33 0.64 0.865
C -2.2924 5.3587 -2.5197 0.37 1.43 0.30 0.734
F -1.7321 5.2155 -1.3139 -0.06 -0.17 0.03 -0.143
F -1.5263 6.2416 -3.1944 -0.19 -0.11 -0.31 -0.271
F -3.7902 7.0819 -1.9063 0.39 -0.03 0.07 -0.268
F -4.1846 5.9820 -3.7303 0.36 -0.43 -0.18 -0.321
O -5.0725 5.2214 -0.3763 1.10 0.43 -0.15 -0.367
C -4.2381 4.7277 0.6212 -0.93 -0.75 -0.39 0.768
C -3.6002 5.8374 1.4633 -0.02 0.36 0.18 0.168
F -2.8416 6.6739 0.7208 -0.03 -0.17 -0.24 -0.242
F -2.7906 5.2704 2.3845 -0.22 -0.01 -0.03 -0.208
F -3.3241 3.8881 0.0855 0.34 0.12 0.27 -0.302
F -5.0040 3.9897 1.4266 0.12 0.22 0.25 -0.278
H -5.6882 5.0546 -2.2508 0.07 0.18 -0.05 0.414
H -4.4857 3.8774 -1.8473 0.18 0.03 0.02 0.346
H -2.2327 4.4129 -3.0403 -0.89 2.24 0.78 -0.589
H -4.3692 6.4284 1.9627 -0.09 -0.14 0.02 0.211
Na -1.8642 3.0268 -3.5646 0.86 -3.25 -1.10 0.841
K 5.4460 -5.3706 -1.5292 1.02 1.86 3.38 0.932
C 7.5317 -0.6727 -2.3181 0.12 -0.09 0.26 -0.517
O 7.0284 -1.6041 -1.3607 -0.07 -0.16 -0.12 -0.459
H 6.8815 -0.6903 -3.1888 -0.05 -0.06 0.05 0.203
H 7.5383 0.3340 -1.8945 0.03 0.05 -0.13 0.244
H 8.5440 -0.9520 -2.6197 -0.01 0.12 -0.12 0.253
H 7.6133 -1.5752 -0.5988 -0.07 -0.01 0.06 0.286
C -4.4705 0.3672 3.0891 0.45 0.59 0.15 -0.618
C -5.9431 0.8088 3.3028 0.62 -0.33 -0.11 0.022
O -6.7566 -0.1965 2.9782 -0.42 0.36 0.04 -0.772
H -4.2766 0.1021 2.0480 -0.18 -0.07 -0.02 0.195
H -3.7881 1.1938 3.3535 0.04 -0.01 0.00 0.161
H -4.2092 -0.4858 3.7165 -0.15 -0.06 -0.03 0.279
H -6.0492 1.7637 2.7194 -0.19 -0.09 -0.31 -0.158
H -5.9869 1.1838 4.3571 -0.17 -0.25 0.18 0.205
```
Positions in Å, forces in eV/Å.